(1)
C19H20N5NiS3Te as an isolated structure, computed with ωB97M-V with the def2-TZVPD basis set.

HOMO (spin up / spin down) = -6.65 / -6.89 eV
Orbital gap (spin up / spin down) = 5.74 / 6.56 eV
Relative energy (zero: lowest compared OMol25 entry of this formula, charge and spin) = 0.000 eV
<S²> = 0.884
Energy = -3980.6565 hartree

```
! wB97M-V def2-TZVPD RIJCOSX def2/J DEFGRID3
* xyz 0 2
Ni 0.206 -0.384 -0.635
N -1.000 -1.743 2.073
C -0.121 -0.699 2.295
C -0.056 -0.208 3.608
C 0.816 0.809 3.899
C 1.633 1.314 2.890
C 1.513 0.778 1.634
N 0.642 -0.207 1.322
C -1.328 -2.474 0.947
C -2.246 -3.523 1.106
C -2.540 -4.310 0.020
C -1.914 -4.060 -1.198
C -1.042 -3.001 -1.269
N -0.761 -2.207 -0.221
H -1.528 -2.001 2.889
H -0.698 -0.631 4.369
H 0.870 1.204 4.904
H 2.349 2.101 3.073
H 2.125 1.116 0.809
H -2.700 -3.706 2.071
H -3.247 -5.123 0.120
H -2.106 -4.665 -2.071
H -0.535 -2.741 -2.188
Te 2.513 -0.364 -1.687
C 4.162 -0.066 -0.412
C 5.109 0.909 -0.567
C 6.132 0.859 0.419
C 5.949 -0.150 1.315
S 4.543 -1.053 0.940
H 5.069 1.642 -1.359
H 6.964 1.548 0.460
H 6.570 -0.404 2.159
C -3.764 0.728 -2.427
N -2.697 1.680 -2.544
C -3.018 3.091 -2.474
C -1.692 3.752 -2.074
N -0.711 2.678 -2.231
C -1.401 1.426 -2.021
S -0.543 -0.025 -2.727
H -4.230 0.724 -1.430
H -3.386 -0.271 -2.642
H -4.535 0.965 -3.162
H -3.794 3.288 -1.722
H -3.388 3.449 -3.439
H -1.749 4.133 -1.049
H -1.439 4.584 -2.732
H 0.097 2.766 -1.629
S -2.320 1.040 0.596
C -1.301 0.858 -0.637
*
```

Table of Löwdin atomic charges, one value per atom, all in e: Ni -0.064; N 0.129; C -0.316; C -0.009; C -0.049; C -0.045; C -0.134; N 0.036; C -0.283; C -0.004; C -0.056; C -0.051; C -0.120; N 0.069; H 0.137; H 0.115; H 0.114; H 0.112; H 0.062; H 0.114; H 0.113; H 0.108; H 0.083; Te 0.876; C -1.048; C -0.272; C -0.211; C -0.441; S 0.903; H 0.090; H 0.096; H 0.056; C -0.106; N -0.183; C -0.156; C -0.170; N 0.011; C -0.941; S 0.666; H 0.053; H 0.069; H 0.089; H 0.113; H 0.117; H 0.106; H 0.108; H 0.109; S 0.747; C -0.743

=====

(2)
C4H19FeN6O6 as an isolated structure, computed with ωB97M-V with the def2-TZVPD basis set.

HOMO (spin up / spin down) = -2.13 / -7.17 eV
Orbital gap (spin up / spin down) = 2.46 / 7.39 eV
<S²> = 8.757
Energy = -2207.4006 hartree

```
! wB97M-V def2-TZVPD RIJCOSX def2/J DEFGRID3
* xyz 0 6
Fe 1.086 -0.133 0.249
C 2.322 1.224 -2.631
O 1.712 1.081 -1.395
H 2.377 0.358 -3.290
H 1.693 1.849 -3.264
H 3.276 1.722 -2.458
C -1.111 2.342 0.701
O -0.392 1.362 0.731
N -2.059 2.544 -0.166
N -1.153 3.395 1.474
H -2.299 3.505 -0.363
H -1.874 1.901 -0.922
H -0.615 3.380 2.328
H -1.907 4.041 1.293
C -0.299 -1.907 2.708
O 0.148 -1.193 1.940
N -0.499 -1.635 3.936
N -0.767 -3.044 2.474
H -0.691 -2.522 4.381
H -0.375 -0.712 4.326
H -0.853 -3.296 1.499
H -1.114 -3.565 3.266
C -1.025 -0.911 -2.330
O -0.311 -0.997 -1.306
N -0.836 0.013 -3.222
N -2.126 -1.565 -2.629
H -0.130 0.688 -2.964
H -1.439 0.190 -4.012
H -2.654 -1.183 -3.400
H -2.604 -1.959 -1.831
O 1.968 -1.966 -0.172
H 1.548 -2.825 -0.192
H 2.902 -2.153 -0.266
O 2.436 0.464 1.621
H 2.287 1.206 2.207
H 3.377 0.298 1.680
*
```

Table of Löwdin atomic charges, one value per atom, all in e: Fe 0.656; C -0.335; O -0.429; H 0.052; H 0.037; H 0.060; C -0.741; O 0.016; N 0.159; N 0.166; H 0.115; H 0.113; H 0.108; H 0.111; C -0.939; O 0.083; N 0.178; N 0.177; H 0.103; H 0.118; H 0.127; H 0.114; C -0.703; O -0.034; N 0.183; N 0.161; H 0.089; H 0.119; H 0.107; H 0.116; O -0.105; H 0.052; H 0.059; O -0.157; H 0.026; H 0.040

=====

(3)
C40H38AuN5O7S as an isolated structure, computed with ωB97M-V with the def2-TZVPD basis set.

HOMO (spin up / spin down) = -5.49 / -7.77 eV
Orbital gap (spin up / spin down) = 6.03 / 5.78 eV
<S²> = 2.039
Energy = -2881.3213 hartree

```
! wB97M-V def2-TZVPD RIJCOSX def2/J DEFGRID3
* xyz 0 3
Au -0.060 -0.299 -0.167
C 1.071 -0.830 8.355
O 1.101 -0.437 6.996
C 2.075 0.443 6.618
C 3.049 0.949 7.458
C 3.988 1.854 6.967
C 3.930 2.260 5.650
C 2.938 1.766 4.807
C 2.018 0.837 5.268
N 0.986 0.292 4.498
C 0.910 0.122 3.124
N 2.135 -0.045 2.536
C 2.629 -0.012 1.220
C 1.942 -0.137 0.011
C 2.656 -0.084 -1.190
C 4.025 0.098 -1.217
C 4.721 0.217 -0.022
C 4.031 0.157 1.169
O 4.657 0.300 2.389
C 5.961 -0.255 2.506
N -0.199 0.091 2.489
C -1.406 0.376 3.153
C -2.099 1.543 2.859
C -3.353 1.800 3.399
C -3.924 0.885 4.265
C -3.234 -0.273 4.607
C -1.985 -0.529 4.059
O -1.229 -1.625 4.366
C -1.623 -2.388 5.490
H 0.227 -1.507 8.456
H 0.925 0.030 9.013
H 1.988 -1.352 8.636
H 3.091 0.644 8.494
H 4.753 2.240 7.629
H 4.643 2.977 5.263
H 2.883 2.112 3.784
H 0.200 -0.065 5.015
H 2.896 -0.088 3.196
H 2.118 -0.209 -2.119
H 4.552 0.139 -2.162
H 5.792 0.364 -0.016
H 6.703 0.336 1.967
H 5.978 -1.282 2.135
H 6.203 -0.240 3.566
H -1.625 2.262 2.202
H -3.872 2.715 3.143
H -4.903 1.068 4.691
H -3.677 -0.972 5.303
H -0.857 -3.148 5.622
H -2.589 -2.874 5.335
H -1.679 -1.763 6.387
C -5.276 -3.719 4.430
C -4.718 -3.172 3.145
C -3.427 -3.485 2.731
C -2.907 -2.980 1.550
C -3.706 -2.167 0.761
C -5.000 -1.841 1.149
C -5.494 -2.337 2.341
S -3.091 -1.627 -0.800
O -2.154 -2.603 -1.265
O -4.212 -1.279 -1.626
N -2.191 -0.258 -0.472
C -2.729 0.982 -0.412
C -4.152 1.285 -0.454
C -4.577 2.565 -0.337
C -3.656 3.627 -0.185
C -2.265 3.402 -0.142
C -1.323 4.421 0.045
C 0.052 4.078 0.105
C 0.428 2.782 -0.016
N -0.486 1.765 -0.202
C -1.804 2.061 -0.263
H -4.640 -4.505 4.836
H -6.274 -4.132 4.284
H -5.360 -2.929 5.182
H -2.815 -4.146 3.332
H -1.900 -3.229 1.240
H -5.628 -1.242 0.504
H -6.506 -2.093 2.642
H -4.857 0.487 -0.601
H -5.636 2.782 -0.368
H -4.018 4.644 -0.090
H -1.651 5.447 0.145
H 0.808 4.838 0.246
H 1.464 2.473 0.022
C 0.946 -4.075 -1.574
O 0.777 -2.659 -1.422
C 0.399 -2.266 -0.200
O 0.315 -3.010 0.740
H 1.250 -4.225 -2.605
H 0.003 -4.581 -1.376
H 1.709 -4.444 -0.891
*
```

Table of Löwdin atomic charges, one value per atom, all in e: Au 1.275; C -0.073; O -0.091; C -0.216; C -0.025; C -0.093; C -0.091; C -0.024; C -0.158; N 0.162; C -0.335; N 0.155; C -0.155; C -0.233; C -0.125; C -0.083; C -0.026; C -0.224; O -0.122; C -0.061; N 0.140; C -0.200; C -0.013; C -0.083; C -0.087; C -0.025; C -0.234; O -0.092; C -0.072; H 0.087; H 0.099; H 0.097; H 0.102; H 0.101; H 0.103; H 0.118; H 0.122; H 0.117; H 0.097; H 0.104; H 0.108; H 0.084; H 0.104; H 0.092; H 0.101; H 0.101; H 0.101; H 0.098; H 0.102; H 0.066; H 0.095; C -0.050; C -0.272; C -0.035; C -0.025; C -0.264; C -0.044; C -0.032; S 0.640; O -0.283; O -0.289; N -0.146; C -0.226; C -0.006; C -0.071; C 0.010; C -0.191; C -0.037; C -0.084; C -0.130; N -0.052; C -0.211; H 0.077; H 0.082; H 0.076; H 0.117; H 0.098; H 0.106; H 0.118; H 0.078; H 0.108; H 0.115; H 0.103; H 0.100; H 0.097; C -0.047; O -0.118; C -0.604; O 0.030; H 0.091; H 0.092; H 0.091

=====

Computed F_max (eV Å⁻¹) in order:
0.549, 10.129, 0.169